10
Properties=species:S:1:pos:R:3:forces:R:3 method="wB97M-V/def2-TZVPD" e_tot_ev=-30515.2909 s2=2.01 multiplicity=3 de_lowest_kcal_mol=20.6 e_lumo_ev="0.1 / -3.8" homo_lumo_gap_ev="6.24 / 5.39"
C 0.9773 0.2943 0.0171 1.1 -2.4 -2.1
C -0.3913 -0.2422 -0.0901 -0.2 -0.6 2.7
O -1.3588 0.6178 -0.5274 -0.5 0.0 2.7
O -0.7280 -0.5240 1.2440 2.4 0.5 -0.8
I 0.9125 2.4129 0.6949 0.0 3.2 1.4
I 2.3731 -0.9579 1.0574 -0.2 0.5 -0.1
I -0.3478 -2.0453 -1.3753 -0.3 -0.5 -0.3
H 1.4357 0.4937 -0.9580 -0.2 -0.3 0.2
H -1.2874 0.7935 -1.4145 0.3 0.5 -3.6
H -1.5854 -0.8427 1.3520 -2.4 -0.9 -0.1


75
Properties=species:S:1:pos:R:3:forces:R:3 method="wB97M-V/def2-TZVPD" e_tot_ev=-73204.9365 total_charge=+1 de_lowest_kcal_mol=8.8 e_lumo_ev=-3.8 homo_lumo_gap_ev=4.64
Sc -0.8904 0.8391 0.3899 2.7 -0.7 -0.2
C 1.3325 4.7618 0.8297 -0.1 0.3 -0.1
C 0.4191 5.6916 0.3598 0.2 -0.2 0.1
C -0.8808 5.2808 0.1161 -0.3 -0.1 0.0
C -1.2357 3.9613 0.3530 0.5 0.2 0.0
N -0.3404 3.0529 0.7964 -0.2 0.3 -0.2
C 0.9092 3.4601 1.0274 0.2 -0.3 0.1
C -2.6037 3.4468 0.1357 -0.2 -0.3 -0.2
C -3.7293 4.2462 0.0048 0.0 0.2 0.0
C -4.9699 3.6465 -0.1299 0.1 -0.1 0.0
C -5.0657 2.2640 -0.0928 -0.1 0.0 0.0
C -3.9044 1.5214 0.0436 0.2 0.2 -0.1
N -2.7002 2.1077 0.1157 -0.8 0.7 0.0
C -3.8821 0.0525 0.2170 0.0 -0.4 0.0
C -4.9393 -0.7673 -0.1346 0.0 0.3 0.0
C -4.8608 -2.1274 0.1285 0.2 -0.1 0.1
C -3.7422 -2.6189 0.7734 -0.2 0.0 -0.1
C -2.7161 -1.7410 1.0784 0.1 0.1 0.1
N -2.7566 -0.4377 0.7917 -0.5 -0.4 -0.1
H 2.3624 5.0248 1.0225 0.0 0.0 0.0
H 0.7184 6.7154 0.1826 0.0 0.0 0.0
H -1.6085 5.9780 -0.2744 0.0 0.0 0.0
H 1.6071 2.7054 1.3697 0.0 0.0 -0.1
H -3.6504 5.3227 0.0447 0.0 0.0 0.0
H -5.8595 4.2521 -0.2324 0.0 0.0 0.0
H -6.0299 1.7795 -0.1341 0.0 0.0 0.0
H -5.8134 -0.3536 -0.6169 0.0 0.0 0.0
H -5.6654 -2.7877 -0.1642 0.0 0.0 0.0
H -3.6408 -3.6686 1.0049 0.0 0.0 0.0
H -1.8295 -2.0809 1.5924 0.1 -0.1 -0.1
C -0.0117 -4.7200 1.1833 -0.1 0.0 0.0
N 0.2804 -4.9909 -0.1958 0.1 -0.1 -0.1
C 0.8614 -6.2638 -0.6047 0.0 0.0 0.1
C 1.0349 -6.1066 -2.1241 0.0 0.1 -0.1
N 0.5191 -4.7643 -2.3521 0.1 -0.2 0.0
C 0.0521 -4.1686 -1.2390 -0.1 -0.1 -0.1
S -0.7044 -2.6808 -1.2208 0.0 0.1 0.1
H -0.9012 -5.2610 1.5231 0.0 0.0 0.0
H -0.1680 -3.6520 1.2934 0.0 0.1 0.0
H 0.8350 -5.0159 1.8044 0.0 0.0 0.0
H 0.1851 -7.0854 -0.3560 0.0 0.0 0.0
H 1.8073 -6.4353 -0.0867 0.0 0.0 0.0
H 0.4509 -6.8459 -2.6736 0.0 0.0 0.0
H 2.0751 -6.1827 -2.4409 0.0 0.0 0.1
H 0.4496 -4.3404 -3.2576 -0.1 0.1 0.0
C 1.8507 -1.6758 2.1295 0.0 0.1 0.1
C 2.3432 -0.2592 2.4476 -0.3 -0.1 -0.3
C 1.2226 0.5612 3.1000 0.2 -0.1 0.2
C 2.9459 0.4124 1.2243 -0.3 0.0 -0.2
C 4.2818 0.7773 1.2680 0.1 0.1 0.0
C 4.9086 1.3923 0.1975 0.1 0.0 0.0
C 4.1871 1.5984 -0.9679 0.1 0.0 0.0
C 2.8600 1.2179 -1.0924 -0.3 -0.1 0.2
C 2.1934 1.4382 -2.4455 -0.2 -0.1 0.2
C 1.1095 2.5257 -2.4157 0.2 -0.1 -0.1
C 1.6366 0.1488 -3.0595 0.1 0.1 0.0
C 2.1743 0.6486 0.0369 1.3 -0.1 -0.4
N 0.8622 0.3453 -0.0052 -2.4 0.8 0.6
H 1.4762 -2.1636 3.0343 0.0 0.0 0.0
H 2.6640 -2.2767 1.7199 0.0 0.0 0.0
H 1.0604 -1.6219 1.3805 0.0 -0.1 0.0
H 3.1367 -0.3484 3.1946 0.0 0.1 0.0
H 0.3760 0.6715 2.4111 0.0 0.0 0.1
H 1.5734 1.5562 3.3769 -0.1 0.0 0.0
H 0.8609 0.0658 4.0034 0.0 0.0 0.0
H 4.8559 0.5733 2.1664 -0.1 0.0 0.0
H 5.9456 1.6934 0.2666 0.0 0.0 0.0
H 4.6834 2.0500 -1.8211 0.0 0.0 0.0
H 2.9793 1.7971 -3.1164 0.0 0.0 0.1
H 0.2145 2.1466 -1.9168 -0.1 0.0 0.0
H 0.8358 2.8212 -3.4310 0.0 0.0 0.0
H 1.4615 3.4137 -1.8878 0.0 0.0 0.0
H 0.8652 -0.2825 -2.4289 -0.1 -0.1 0.1
H 2.4280 -0.5930 -3.1754 0.0 0.0 0.0
H 1.2085 0.3522 -4.0451 0.0 0.0 0.0


16
Properties=species:S:1:pos:R:3:forces:R:3 method="wB97M-V/def2-TZVPD" e_tot_ev=-10336.8300 de_lowest_kcal_mol=136.0 e_lumo_ev=0.7 homo_lumo_gap_ev=9.70
C 2.4866 -0.9386 0.1579 -1.2 -3.1 -2.1
C 0.5133 1.2213 -0.2013 -1.4 -0.7 2.6
C -1.0878 1.1621 0.0652 0.3 6.0 -5.3
C -0.8222 -0.2121 0.2239 -5.6 -3.9 3.0
C -1.9388 -1.2156 -0.1959 -0.5 2.0 1.2
H 2.8899 0.2424 0.0188 -1.1 -3.6 0.5
H 3.1508 -2.0268 0.0658 -1.2 3.9 0.8
H 0.8887 1.4270 0.8538 0.5 0.0 -1.5
H 0.8208 1.8165 -1.0220 0.9 0.5 -0.4
H -1.4196 1.9140 0.7759 -0.2 -0.8 0.5
H -1.6064 1.4933 -0.9633 0.9 -1.0 2.1
H -0.8724 -0.2060 1.3368 1.0 -1.2 0.2
H -1.4682 -2.0825 -0.6606 -0.7 -0.8 -0.4
N 1.2187 -1.3694 -0.0538 3.5 4.9 0.1
N 0.3675 -0.2514 -0.4281 2.6 -1.2 -0.6
O -3.1210 -0.9741 0.0271 2.1 -1.0 -0.7


56
Properties=species:S:1:pos:R:3:forces:R:3 method="wB97M-V/def2-TZVPD" e_tot_ev=-57991.3648 total_charge=-1 de_lowest_kcal_mol=146.2 e_lumo_ev=-0.6 homo_lumo_gap_ev=3.96
C 0.5755 -5.1687 0.5130 1.4 -0.2 -1.4
C 1.8110 -4.2168 1.1172 0.1 0.2 4.3
O 1.8739 -4.0515 2.4415 0.0 -0.5 -8.0
O 2.7515 -3.6872 0.1185 -2.8 -0.3 3.5
C 3.1068 -2.2611 0.4234 0.5 1.3 1.0
C 1.8361 -1.2683 0.1184 -0.6 -1.8 0.9
B 2.1151 -0.1044 -1.0113 0.1 0.1 -0.5
N 2.2420 -0.8599 -2.3581 -0.7 -0.2 -1.2
C 3.5259 0.7194 -0.8352 0.9 1.9 0.0
C 3.4921 1.9569 0.2370 1.8 -0.2 0.2
C 3.4871 1.4690 1.8295 0.1 1.6 0.3
C 2.9521 2.8014 2.6864 0.4 -1.1 -1.0
N 1.4447 2.8269 2.5200 -0.1 -0.6 0.7
C 0.8077 0.9205 -1.2446 -1.5 0.3 -0.1
C -0.6440 0.1520 -1.1210 -0.1 1.8 0.5
C -1.8220 1.1002 -1.8360 0.8 -0.3 0.6
C -3.1434 0.1469 -2.0152 0.4 0.4 0.1
C -4.5843 0.9527 -1.7403 1.0 -0.1 -3.4
F -5.3790 0.6943 -3.0020 1.6 0.9 3.6
F -4.4170 2.4334 -1.7026 -0.9 -4.5 0.4
C -5.4730 0.3180 -0.5296 -3.7 -1.7 -3.6
F -6.9126 0.6593 -0.8360 4.6 -1.0 1.1
F -5.4306 -1.1917 -0.5713 -0.1 5.3 -0.1
S -5.1268 0.9357 1.1880 -0.8 -0.4 4.8
F -6.7528 0.4602 1.6232 3.3 1.0 -0.5
F -4.6613 -0.6917 1.6162 -0.3 3.7 -0.4
F -3.5064 1.3738 0.8713 -3.6 -0.9 0.4
F -5.7510 2.5052 0.9078 1.8 -3.3 0.1
F -4.8710 1.3954 2.8252 -0.5 -1.0 -3.5
H -0.4267 -4.5701 0.3819 2.1 -1.1 0.6
H 0.4504 -6.1714 1.1179 0.2 2.4 -0.9
H 0.9075 -5.4950 -0.5834 -0.7 0.8 2.3
H 3.4197 -2.1366 1.5673 -0.7 -0.6 -2.4
H 4.0709 -2.0435 -0.2028 -2.2 -0.5 0.9
H 1.4193 -0.8806 1.1409 0.7 -0.8 -1.7
H 0.9808 -1.9689 -0.3328 1.7 1.2 1.0
H 1.3115 -1.3213 -2.4861 1.0 0.3 -0.3
H 2.2988 -0.1415 -3.1266 -0.1 -1.1 0.9
H 3.7559 1.2103 -1.8991 -0.3 -0.9 2.1
H 4.4620 0.0649 -0.5811 -1.6 1.1 -0.4
H 2.6655 2.7712 0.0305 1.4 -1.9 0.4
H 4.5309 2.5314 0.1072 -2.2 -0.9 0.4
H 2.7411 0.5950 2.0480 1.5 1.6 -0.5
H 4.5760 1.2050 2.2168 -2.2 0.3 -1.1
H 3.3705 3.7673 2.1425 -0.6 -2.0 1.4
H 3.2989 2.7510 3.8227 -0.9 0.3 -2.4
H 0.9547 2.4425 3.3578 0.8 0.4 -0.9
H 1.1399 2.2150 1.7233 0.7 0.8 1.0
H 0.7815 1.8104 -0.4860 -0.2 -1.2 -1.5
H 0.8681 1.3210 -2.3676 -0.1 -0.4 2.4
H -0.9194 0.1744 0.0405 0.5 -0.5 -2.5
H -0.6459 -0.9523 -1.5180 0.0 2.2 0.6
H -1.9665 2.0077 -1.0935 0.0 -1.9 -1.6
H -1.4410 1.5786 -2.8556 -0.9 -1.3 2.1
H -3.0006 -0.7725 -1.2842 -0.7 2.1 -1.3
H -3.1499 -0.3118 -3.1141 -0.4 1.2 2.4


13
Properties=species:S:1:pos:R:3:forces:R:3 method="wB97M-V/def2-TZVPD" e_tot_ev=-8261.0704 de_lowest_kcal_mol=29.7 e_lumo_ev=0.4 homo_lumo_gap_ev=8.23
C 2.0629 0.1400 -0.2108 -1.9 -0.8 -0.3
C 0.7316 0.2475 0.0027 0.9 0.2 0.1
C -0.0346 1.3878 0.5144 -1.9 -0.9 0.6
C -1.3381 0.9463 0.5364 -0.4 1.6 0.5
C -0.2603 -0.8683 -0.2838 2.3 -0.5 -1.0
H 2.7106 0.9655 -0.0276 0.5 0.3 0.1
H 2.4061 -0.7939 -0.6593 0.2 0.3 0.3
H 0.3159 2.2950 1.0189 -0.1 -0.4 -0.7
H -2.2937 1.4707 0.8065 1.4 -0.4 -0.1
H -2.3766 -0.8907 0.0150 0.9 0.8 0.1
H -0.6032 -2.5770 -0.9642 -0.6 -0.8 -0.3
N -1.4956 -0.3669 0.1171 0.0 -1.4 -0.6
N 0.1750 -1.9560 -0.8654 -1.3 2.0 1.4


104
Properties=species:S:1:pos:R:3:forces:R:3 method="wB97M-V/def2-TZVPD" e_tot_ev=-127609.0697 e_lumo_ev=-1.1 homo_lumo_gap_ev=7.36
C -2.7217 -2.8964 0.2915 0.8 1.7 0.1
C -1.3504 -2.2064 0.7112 0.8 0.3 0.5
C -1.2966 -1.4490 1.9929 2.4 0.2 -1.3
C -0.0536 -0.7434 2.4270 -0.4 -1.7 -3.0
C 1.1121 -0.8326 1.5291 -0.7 -1.2 -0.4
C 2.4737 -0.0828 1.8615 -1.5 1.1 -0.6
C 2.3721 1.2997 1.0881 0.6 2.0 -1.5
C 1.2198 2.2393 1.4178 1.8 1.3 -1.9
C 1.0855 3.5404 0.7552 1.0 -2.6 0.6
C 2.0643 4.0020 -0.3126 -1.3 -1.5 2.1
N 1.8324 5.2713 -0.8616 3.9 -1.9 -2.1
C 2.8128 5.5070 -1.7874 -0.4 -0.3 0.4
Br 2.7676 7.2857 -2.6783 0.0 -1.5 0.7
C 3.9177 4.5918 -2.2085 -0.8 -0.6 1.3
N 4.0903 3.3593 -1.6433 -1.9 2.6 0.3
C 3.1565 3.0610 -0.6524 -0.2 -0.6 0.5
C 3.3078 1.7344 0.0603 -2.0 0.5 1.2
C 1.0759 -1.6242 0.2598 -2.4 -0.2 1.1
C -0.1566 -2.3340 -0.1834 0.5 2.2 3.1
H -3.0149 -2.3849 -0.6782 0.2 -1.0 1.0
H -3.5074 -2.5820 1.0375 0.8 -0.7 -0.8
H -2.6295 -4.0089 0.1763 -0.2 1.1 0.1
H -2.1834 -1.3597 2.6721 0.8 -0.3 -1.0
H -0.0318 -0.1737 3.3926 0.1 -0.8 -1.2
H 2.5168 0.1890 2.9620 0.0 -0.6 -1.2
H 3.3671 -0.6841 1.5430 -0.9 0.7 0.3
H 0.5042 1.8780 2.2051 0.7 0.7 -1.0
H 0.2001 4.1567 1.0725 1.3 -0.4 -0.7
H 4.6587 4.9111 -2.9897 -1.0 -0.3 0.9
H 4.1734 1.0813 -0.2307 -1.0 0.9 0.3
H 1.9889 -1.6941 -0.3845 -0.9 0.2 0.8
H -0.1786 -2.9286 -1.1371 -0.1 0.7 1.2
C -1.0123 -5.3982 3.0194 0.1 0.2 -0.1
O -0.3435 -4.9694 1.8408 0.0 -0.1 -0.1
H -0.6303 -6.3782 3.3023 -0.1 0.1 -0.1
H -0.8230 -4.6876 3.8298 -0.1 -0.1 0.1
H -2.0872 -5.4704 2.8281 -0.1 -0.1 0.2
H -0.6998 -4.0997 1.6114 0.3 -0.1 0.0
C -2.3787 2.7104 1.1520 0.2 -0.1 0.2
O -2.6915 2.1127 2.4054 0.0 0.0 0.1
H -3.2385 2.6090 0.4913 0.0 0.0 0.1
H -2.1558 3.7718 1.2954 0.0 0.1 -0.2
H -1.5189 2.2045 0.7064 -0.1 0.1 -0.2
H -1.9183 2.2145 2.9717 -0.2 -0.1 0.0
C 1.0177 3.0405 -4.0112 0.1 0.2 0.1
O 0.2889 2.8810 -2.8087 -0.3 0.1 0.3
H 0.7050 2.2747 -4.7199 0.0 0.0 0.1
H 0.8103 4.0301 -4.4297 0.2 0.0 -0.3
H 2.0876 2.9351 -3.8138 0.0 0.0 -0.2
H 0.5897 3.5745 -2.2065 -0.2 -0.2 0.0
C -1.4842 5.9698 -5.9919 0.2 0.1 0.2
O -2.2487 4.8412 -5.6020 -0.2 -0.3 0.1
H -1.7272 6.2315 -7.0203 -0.1 -0.1 0.1
H -1.7178 6.8144 -5.3391 0.1 0.1 -0.1
H -0.4223 5.7208 -5.9200 0.1 0.2 -0.1
H -1.9999 4.6452 -4.6909 -0.2 -0.1 -0.1
C 2.5464 -6.9203 3.6464 0.2 -0.1 0.1
O 2.2403 -7.5162 4.9076 -0.2 -0.1 0.2
H 1.6837 -7.0256 2.9910 0.0 0.0 0.2
H 2.7683 -5.8592 3.7845 0.0 0.0 -0.2
H 3.4026 -7.4242 3.2006 0.0 0.2 -0.1
H 3.0162 -7.4110 5.4688 -0.2 -0.1 -0.1
C 6.1997 8.1534 -0.2167 -0.3 -0.1 -0.1
O 4.9261 8.4004 0.3615 0.0 0.0 0.1
H 6.9635 8.6013 0.4174 -0.1 0.0 0.0
H 6.3744 7.0761 -0.2850 0.2 0.0 -0.1
H 6.2493 8.6022 -1.2125 0.2 -0.1 0.0
H 4.2682 7.9959 -0.2157 0.0 0.1 0.1
C -5.9700 -1.6266 -1.2064 -0.2 -0.2 0.0
O -5.7712 -2.8769 -0.5584 0.0 -0.1 0.0
H -5.0465 -1.0518 -1.1477 0.0 -0.1 0.1
H -6.2275 -1.7893 -2.2562 0.0 0.2 0.0
H -6.7708 -1.0736 -0.7091 0.1 0.2 -0.1
H -6.5991 -3.3664 -0.6227 0.2 0.0 0.1
C -0.6499 -0.6850 6.3762 0.2 -0.2 0.1
O 0.1793 -1.3290 5.4163 0.1 0.0 0.1
H -1.3199 -0.0007 5.8563 0.1 -0.1 0.0
H -1.2418 -1.4294 6.9142 -0.1 0.2 0.1
H -0.0337 -0.1207 7.0808 -0.2 0.1 0.1
H 0.7616 -1.9279 5.8978 -0.1 0.0 -0.2
C -5.5926 6.5155 -5.8457 0.3 -0.3 0.0
O -4.7625 5.8835 -6.8078 -0.1 0.0 -0.1
H -6.2656 7.2004 -6.3605 0.1 -0.1 0.0
H -6.1816 5.7647 -5.3122 -0.1 0.2 0.1
H -4.9784 7.0783 -5.1369 -0.2 0.1 0.1
H -4.1760 5.2827 -6.3283 0.1 0.1 -0.1
C 5.5408 -8.3519 1.4285 0.2 0.3 -0.1
O 5.2485 -7.0777 1.9882 0.2 0.1 -0.1
H 4.8700 -9.0888 1.8689 0.0 0.1 0.0
H 5.3878 -8.3262 0.3468 0.0 -0.2 0.0
H 6.5749 -8.6271 1.6509 0.0 -0.2 -0.1
H 5.8522 -6.4436 1.5849 -0.1 0.0 0.1
C -4.1112 2.0555 -3.8896 0.3 0.1 0.1
O -3.8284 2.8792 -2.7642 0.0 0.2 0.1
H -5.1746 1.8196 -3.8942 0.1 0.1 0.1
H -3.8556 2.5862 -4.8104 -0.1 -0.2 -0.1
H -3.5357 1.1289 -3.8198 -0.1 -0.1 -0.2
H -2.8830 3.0723 -2.7820 -0.1 -0.1 0.1
C -0.0458 -9.6233 2.0755 0.1 0.0 0.3
O -0.2474 -8.5892 3.0279 -0.1 -0.2 0.1
H -0.4565 -9.3024 1.1191 0.0 0.1 0.1
H 1.0240 -9.8195 1.9617 0.0 -0.1 -0.2
H -0.5571 -10.5330 2.4010 0.1 -0.1 -0.2
H 0.1242 -8.8961 3.8648 0.0 0.2 -0.1